A | {
  "formula": "C6H14O",
  "method": "ωB97M-V/def2-TZVPD",
  "species": ["C", "O", "C", "C", "C", "C", "C", "H", "H", "H", "H", "H", "H", "H", "H", "H", "H", "H", "H", "H", "H"],
  "positions_angstrom": [[2.393, -1.575, -0.626], [2.205, -0.777, 0.552], [2.080, 0.505, 0.328], [-0.726, 0.521, 0.032], [-1.415, 1.860, 0.291], [-1.262, -0.129, -1.240], [-0.905, -0.425, 1.230], [2.697, -0.927, -1.452], [1.444, -2.068, -0.861], [3.153, -2.326, -0.403], [0.335, 0.732, -0.190], [1.876, 0.915, 1.349], [-1.054, 2.332, 1.213], [-2.501, 1.730, 0.389], [-1.234, 2.550, -0.540], [-0.781, -1.100, -1.418], [-1.069, 0.507, -2.110], [-2.343, -0.298, -1.171], [-0.308, -1.339, 1.125], [-1.958, -0.735, 1.321], [-0.627, 0.047, 2.181]],
  "lowdin_charge": [-0.07, -0.21, 0.02, -0.51, -0.08, -0.08, -0.09, 0.09, 0.08, 0.09, 0.04, 0.04, 0.08, 0.08, 0.08, 0.07, 0.08, 0.08, 0.07, 0.08, 0.08],
  "spin_multiplicity": 1,
  "homo_energy_ev": -8.535,
  "gap_ha": 0.34487
}



B | {
  "formula": "C6H14O",
  "method": "ωB97M-V/def2-TZVPD",
  "species": ["C", "C", "C", "C", "C", "O", "C", "H", "H", "H", "H", "H", "H", "H", "H", "H", "H", "H", "H", "H", "H"],
  "positions_angstrom": [[0.279, -2.574, 1.056], [1.594, -0.986, 1.418], [1.642, -0.014, 0.371], [0.662, 1.122, 0.298], [-0.401, 0.944, -0.782], [-1.261, 2.057, -0.776], [-2.283, 1.937, -1.728], [0.668, -3.274, 1.800], [0.301, -3.045, 0.064], [-0.738, -2.263, 1.315], [1.051, -0.750, 2.330], [2.445, -1.644, 1.551], [2.402, -0.135, -0.393], [0.897, -1.275, 0.420], [1.187, 2.067, 0.108], [0.152, 1.244, 1.264], [0.076, 0.831, -1.772], [-0.977, 0.017, -0.598], [-1.881, 1.860, -2.751], [-2.907, 2.831, -1.657], [-2.909, 1.049, -1.538]],
  "lowdin_charge": [-0.10, -0.13, -0.23, -0.20, -0.26, -0.19, -0.13, 0.03, 0.03, 0.02, 0.11, 0.10, 0.10, 0.10, 0.12, 0.12, 0.13, 0.12, 0.09, 0.09, 0.09],
  "spin_multiplicity": 1,
  "homo_energy_ev": -6.743,
  "gap_ha": 0.28567
}



Stability ranking, top entry: A; the second entry is 0.0826 hartree less favorable.



A | {
  "formula": "C6H14O",
  "method": "ωB97M-V/def2-TZVPD",
  "species": ["C", "C", "C", "C", "C", "H", "H", "H", "H", "H", "H", "H", "H", "H", "H", "C", "O", "H", "H", "H", "H"],
  "positions_angstrom": [[-0.843, -1.234, -1.622], [-0.173, -0.089, -1.507], [1.051, 0.111, -0.655], [1.147, 1.503, -0.028], [2.434, 1.679, 0.773], [-1.698, -1.339, -2.284], [-0.547, -2.126, -1.069], [-0.486, 0.770, -2.105], [1.944, -0.047, -1.279], [1.089, -0.659, 0.128], [0.275, 1.679, 0.615], [1.101, 2.258, -0.825], [2.533, 2.699, 1.155], [3.311, 1.467, 0.150], [2.463, 0.994, 1.629], [-2.265, -1.494, 1.434], [-2.867, -0.693, 0.440], [-2.624, -2.531, 1.378], [-2.508, -1.112, 2.432], [-1.172, -1.522, 1.348], [-2.165, -0.312, -0.106]],
  "lowdin_charge": [-0.02, -0.19, -0.23, -0.28, -0.12, 0.07, 0.07, 0.11, 0.12, 0.11, 0.11, 0.11, 0.07, 0.07, 0.07, -0.18, -0.14, 0.08, 0.07, 0.07, 0.02],
  "spin_multiplicity": 1,
  "homo_energy_ev": -9.796,
  "gap_ha": 0.39841,
  "smiles": "C=CCCC.CO"
}



B | {
  "formula": "C6H14O",
  "method": "ωB97M-V/def2-TZVPD",
  "species": ["C", "C", "C", "C", "C", "C", "H", "H", "H", "H", "H", "H", "H", "H", "H", "H", "H", "H", "O", "H", "H"],
  "positions_angstrom": [[1.808, -0.601, 0.577], [0.771, -0.244, -0.157], [0.818, -0.086, -1.646], [-0.556, 0.191, 0.433], [-0.658, 1.712, 0.406], [0.456, 2.415, 1.161], [2.788, -0.672, 0.138], [1.736, -0.865, 1.630], [0.448, -1.011, -2.088], [1.823, 0.084, -2.035], [0.200, 0.708, -2.046], [-1.383, -0.247, -0.133], [-0.677, -0.209, 1.446], [-0.770, 2.128, -0.597], [-1.595, 1.932, 0.925], [0.258, 3.478, 1.281], [0.575, 1.990, 2.159], [1.412, 2.288, 0.656], [-2.226, -4.522, -0.926], [-2.602, -4.807, -0.076], [-2.623, -3.663, -1.109]],
  "lowdin_charge": [0.03, -0.39, -0.06, -0.19, -0.27, -0.11, 0.06, 0.07, 0.08, 0.08, 0.07, 0.11, 0.11, 0.10, 0.10, 0.07, 0.08, 0.07, -0.07, 0.04, 0.03],
  "spin_multiplicity": 1,
  "homo_energy_ev": -9.222,
  "gap_ha": 0.36523,
  "smiles": "C=C(C)CCC.O"
}



C | {
  "formula": "C6H14O",
  "method": "ωB97M-V/def2-TZVPD",
  "species": ["C", "C", "C", "C", "C", "C", "H", "H", "H", "H", "H", "H", "H", "H", "H", "H", "H", "H", "O", "H", "H"],
  "positions_angstrom": [[-1.803, 0.146, 0.682], [-1.008, -0.714, 0.054], [-0.243, -1.863, 0.648], [0.119, -1.698, 2.148], [-0.651, -0.585, -1.423], [-1.503, 0.511, -2.100], [-1.985, -0.046, 1.741], [-2.333, 1.038, 0.397], [0.604, -2.201, 0.065], [-0.851, -2.788, 0.613], [0.079, -2.647, 2.671], [-0.735, -1.197, 2.627], [0.961, -1.036, 2.288], [-0.803, -1.445, -2.104], [0.406, -0.256, -1.596], [-1.762, 1.410, -1.553], [-2.416, 0.092, -2.578], [-0.938, 0.818, -3.002], [4.800, 3.778, 0.168], [5.207, 4.226, -0.584], [4.854, 4.456, 0.838]],
  "lowdin_charge": [0.05, -0.32, -0.22, -0.10, -0.22, -0.14, 0.05, 0.05, 0.10, 0.12, 0.07, 0.05, 0.07, 0.12, 0.12, 0.05, 0.08, 0.07, -0.06, 0.03, 0.02],
  "spin_multiplicity": 1,
  "homo_energy_ev": -9.243,
  "gap_ha": 0.37750,
  "smiles": "C=C(CC)CC.O"
}



Stability ranking, top entry: B; the second entry is 0.0170 hartree less favorable.



A | {
  "formula": "C6H14O",
  "method": "ωB97M-V/def2-TZVPD",
  "species": ["C", "C", "C", "C", "C", "O", "H", "H", "H", "H", "H", "H", "H", "H", "H", "H", "C", "H", "H", "H", "H"],
  "positions_angstrom": [[2.097, -1.009, -0.113], [1.379, 0.023, 0.761], [1.342, -0.433, 2.219], [-0.050, 0.307, 0.256], [-0.029, 0.918, -1.125], [0.063, 2.107, -1.324], [3.115, -1.185, 0.252], [2.173, -0.686, -1.158], [1.565, -1.969, -0.095], [1.931, 0.971, 0.706], [2.356, -0.602, 2.601], [0.787, -1.375, 2.318], [0.858, 0.313, 2.858], [-0.541, 1.019, 0.930], [-0.629, -0.626, 0.244], [-0.074, 0.208, -1.980], [-3.268, 0.404, -1.470], [-3.460, 0.449, -0.395], [-2.687, -0.493, -1.699], [-4.217, 0.365, -2.009], [-2.711, 1.293, -1.778]],
  "lowdin_charge": [-0.08, -0.44, -0.09, -0.16, -0.30, 0.05, 0.08, 0.07, 0.09, 0.14, 0.08, 0.08, 0.08, 0.12, 0.12, 0.12, -0.05, 0.02, 0.02, 0.02, 0.02],
  "spin_multiplicity": 1,
  "homo_energy_ev": -9.753,
  "gap_ha": 0.39265,
  "smiles": "CC(C)CC=O.C"
}



B | {
  "formula": "C6H14O",
  "method": "ωB97M-V/def2-TZVPD",
  "species": ["C", "C", "C", "C", "C", "C", "H", "H", "H", "H", "H", "H", "H", "H", "H", "H", "H", "H", "O", "H", "H"],
  "positions_angstrom": [[-2.509, 0.024, -1.202], [-1.123, -0.352, -0.747], [-0.650, -0.263, 0.702], [0.875, -0.068, -0.014], [2.131, 0.762, 0.363], [0.044, 0.544, -1.125], [-3.273, -0.656, -0.812], [-2.533, -0.032, -2.297], [-2.760, 1.048, -0.906], [-0.892, -1.378, -1.068], [-1.051, -1.085, 1.335], [-0.988, 0.663, 1.191], [1.233, -1.060, -0.323], [1.955, 1.529, 1.122], [2.471, 1.302, -0.538], [2.985, 0.151, 0.683], [-0.186, 1.574, -0.814], [0.438, 0.536, -2.141], [1.452, -1.443, 2.208], [0.635, -1.173, 1.766], [1.747, -0.622, 2.616]],
  "lowdin_charge": [-0.07, -0.41, -0.10, -0.31, -0.08, -0.17, 0.08, 0.08, 0.08, 0.14, 0.12, 0.12, 0.13, 0.07, 0.08, 0.07, 0.12, 0.12, -0.08, -0.04, 0.04],
  "spin_multiplicity": 1,
  "homo_energy_ev": -10.695,
  "gap_ha": 0.42871,
  "smiles": "C[C@H]1C[C@@H](C)C1.O"
}



C | {
  "formula": "C6H14O",
  "method": "ωB97M-V/def2-TZVPD",
  "species": ["C", "C", "C", "C", "C", "C", "O", "H", "H", "H", "H", "H", "H", "H", "H", "H", "H", "H", "H", "H", "H"],
  "positions_angstrom": [[-2.267, -0.152, -1.219], [-1.032, -0.396, -0.351], [-1.332, -0.298, 1.148], [0.106, 0.590, -0.655], [1.411, -0.046, -0.365], [2.561, 0.800, 0.016], [1.134, -1.553, 1.984], [-3.087, -0.801, -0.895], [-2.068, -0.371, -2.276], [-2.612, 0.887, -1.147], [-0.655, -1.400, -0.586], [-2.021, -1.096, 1.433], [-1.812, 0.672, 1.331], [-0.440, -0.439, 1.804], [-0.018, 1.527, -0.096], [0.132, 0.888, -1.727], [1.608, -0.942, -0.951], [2.306, 1.416, 0.882], [2.766, 1.506, -0.812], [3.462, 0.215, 0.192], [1.938, -1.076, 2.230]],
  "lowdin_charge": [-0.09, -0.44, -0.10, -0.21, -0.10, -0.11, -0.14, 0.08, 0.08, 0.08, 0.13, 0.08, 0.08, 0.04, 0.12, 0.14, 0.11, 0.09, 0.10, 0.08, -0.03],
  "spin_multiplicity": 1,
  "homo_energy_ev": [-10.316, -8.130],
  "gap_ha": [0.38033, 0.25043]
}



Stability ranking, top entry: A; the second entry is 0.0444 hartree less favorable.



A | {
  "formula": "C6H14O",
  "method": "ωB97M-V/def2-TZVPD",
  "species": ["C", "C", "C", "C", "C", "H", "H", "H", "H", "H", "H", "H", "H", "H", "H", "C", "O", "H", "H", "H", "H"],
  "positions_angstrom": [[1.535, -1.232, -1.099], [0.309, -1.408, -0.606], [-0.852, -0.480, -0.836], [-1.695, -0.184, 0.409], [-2.944, 0.623, 0.062], [2.334, -1.948, -0.920], [1.788, -0.354, -1.692], [0.102, -2.299, -0.009], [-1.505, -0.941, -1.591], [-0.486, 0.460, -1.270], [-1.087, 0.349, 1.152], [-1.996, -1.131, 0.877], [-3.560, 0.816, 0.946], [-3.564, 0.083, -0.664], [-2.685, 1.591, -0.383], [2.505, 1.338, 0.893], [2.226, 0.146, 1.591], [3.354, 1.218, 0.200], [2.789, 2.082, 1.643], [1.631, 1.727, 0.333], [1.801, -0.456, 0.966]],
  "lowdin_charge": [-0.02, -0.19, -0.23, -0.27, -0.12, 0.07, 0.07, 0.11, 0.12, 0.11, 0.11, 0.11, 0.07, 0.07, 0.07, -0.18, -0.14, 0.08, 0.08, 0.08, 0.01],
  "spin_multiplicity": 1,
  "homo_energy_ev": -9.992,
  "gap_ha": 0.40686,
  "smiles": "C=CCCC.CO"
}



B | {
  "formula": "C6H14O",
  "method": "ωB97M-V/def2-TZVPD",
  "species": ["C", "C", "C", "O", "H", "H", "H", "H", "H", "H", "H", "H", "C", "C", "C", "H", "H", "H", "H", "H", "H"],
  "positions_angstrom": [[-0.734, -1.020, -1.494], [0.537, -0.243, -1.157], [1.788, -1.001, -1.583], [0.561, 1.018, -1.805], [-0.766, -1.241, -2.560], [-0.757, -1.954, -0.939], [-1.617, -0.440, -1.230], [0.570, -0.090, -0.068], [1.819, -1.971, -1.096], [1.788, -1.137, -2.662], [2.673, -0.433, -1.309], [-0.269, 1.472, -1.622], [-1.397, -0.358, 1.934], [-0.310, 0.366, 2.117], [-0.213, 1.835, 1.865], [-2.314, 0.078, 1.573], [-1.420, -1.416, 2.133], [0.596, -0.098, 2.487], [-1.153, 2.232, 1.499], [0.050, 2.355, 2.782], [0.566, 2.045, 1.133]],
  "lowdin_charge": [-0.06, -0.51, -0.05, -0.05, 0.08, 0.08, 0.07, 0.09, 0.08, 0.08, 0.08, 0.09, -0.03, -0.27, -0.11, 0.06, 0.05, 0.10, 0.07, 0.07, 0.07],
  "spin_multiplicity": 1,
  "homo_energy_ev": -9.598,
  "gap_ha": 0.38774,
  "smiles": "CC(C)O.C=CC"
}



Stability ranking, top entry: B; the second entry is 0.0080 hartree less favorable.